Molecular formula: C35H63AlBeBr2Cl2F7LiN7O15PSi
Method: DFT, ωB97M-V/def2-TZVPD

Results
HOMO: -7.97 eV
LUMO level: -0.234 hartree
electronic energy: -286961.726 eV

Last column: Mulliken charge in e.
CARTESIAN COORDINATES (ANGSTROEM)
1 H -1.959 2.111 0.702  -0.52
2 H -2.182 -1.444 -2.204  0.41
3 C -0.009 -0.038 1.107  0.46
4 H 2.110 1.477 4.503  0.18
5 N -0.742 6.312 -6.180  -0.36
6 N -3.426 -6.879 1.808  -0.45
7 H -0.410 -2.425 -1.190  1.18
8 H 1.422 4.576 -3.678  -0.03
9 C 6.575 -0.900 1.597  -0.57
10 H 0.691 -0.666 -6.289  0.36
11 C 0.235 5.390 -6.441  0.60
12 F 2.706 5.555 4.227  -0.34
13 H -3.731 4.365 1.937  0.48
14 H 3.233 -0.683 3.819  0.76
15 Cl 0.532 2.769 2.586  -0.12
16 F 2.801 4.837 6.216  -0.34
17 C -0.677 -1.019 0.333  -0.36
18 H 1.653 3.443 -0.202  0.43
19 C -0.386 0.198 2.450  1.11
20 C 1.117 0.698 0.416  -1.63
21 F 3.711 2.889 5.624  -0.37
22 H 7.186 -1.705 1.194  0.36
23 H -1.408 -4.369 1.573  0.66
24 F 4.985 4.725 5.799  -0.33
25 O 3.707 4.803 -1.490  -0.31
26 O -6.818 -3.046 -0.919  -0.52
27 F -2.325 -2.298 -6.965  -0.56
28 O -2.589 -3.236 -0.779  -0.35
29 H 1.487 -2.780 -2.995  0.29
30 N -2.712 1.252 5.879  0.07
31 H -1.133 6.316 -5.257  0.21
32 H -4.802 -4.562 0.733  0.34
33 O -5.698 0.016 -2.223  -0.37
34 C 1.600 0.648 4.016  -1.00
35 N 0.740 5.421 -7.711  -0.42
36 C -1.887 -0.368 4.431  -1.79
37 H -1.798 0.165 -1.654  0.04
38 F 4.737 4.802 3.693  -0.33
39 O -2.638 0.855 4.512  -0.22
40 H 3.510 3.950 -3.323  0.49
41 Br 4.886 -1.718 2.099  -0.11
42 H -5.003 -2.509 -1.577  0.04
43 C -2.578 -2.806 0.349  -0.36
44 H 6.354 -0.186 0.810  0.32
45 C 0.679 1.562 -0.814  1.03
46 C -2.887 3.681 1.932  -1.29
47 H 8.267 0.000 2.557  0.38
48 H -1.239 -3.632 -3.149  0.00
49 N -2.842 -6.027 -0.219  -0.49
50 H -1.046 -0.388 -6.272  0.32
51 H 1.243 -0.013 4.818  0.43
52 H -2.443 -1.224 4.798  0.71
53 H -2.021 -5.604 -0.645  0.25
54 O -2.668 3.691 -0.392  -0.34
55 H -3.015 2.967 2.749  0.16
56 H -4.993 2.724 0.421  0.45
57 C 7.238 -0.265 2.790  -0.61
58 C 0.725 3.081 -0.637  0.12
59 H 1.932 -2.733 -4.706  0.40
60 H 1.558 5.578 -2.272  0.42
61 F 3.015 3.413 3.693  -0.07
62 P 3.666 4.381 4.883  0.83
63 C -1.713 -1.728 0.913  0.89
64 C -6.649 -0.737 -2.167  -0.30
65 H 3.162 0.493 2.564  0.16
66 C -0.319 -1.342 -1.095  -1.76
67 C 0.308 1.188 3.357  -0.08
68 C -3.220 -2.400 2.576  0.50
69 H 5.317 2.657 0.523  0.28
70 Al -3.831 -8.212 -0.049  0.47
71 C 4.729 4.218 -0.789  0.30
72 C -1.445 -0.549 2.998  -0.29
73 H -4.285 -7.067 1.286  0.13
74 N -1.687 -5.312 1.844  -0.57
75 H -0.107 3.339 0.016  -0.42
76 H -0.362 1.319 -1.021  -0.67
77 Li 1.414 -6.629 3.747  0.44
78 O 5.847 4.610 -0.958  -0.60
79 H -4.226 1.395 1.305  0.25
80 H -0.415 4.436 -1.864  0.36
81 Cl 4.695 -5.625 1.373  1.64
82 H 7.217 -0.904 3.667  0.36
83 H 1.261 1.228 -1.673  0.62
84 C -5.919 -2.226 -1.026  0.41
85 H 0.698 -1.077 -1.356  0.68
86 Br 6.359 1.397 3.296  -0.11
87 O 5.120 -6.999 1.283  -0.67
88 H -6.970 -1.336 -3.039  0.35
89 C -1.358 -0.743 -2.073  -0.43
90 C -3.987 -4.495 1.461  -1.66
91 C -0.280 -1.132 -6.072  -1.21
92 C -1.337 -3.204 -4.154  -0.80
93 H -0.958 -5.942 1.516  0.29
94 Be 0.027 -4.549 3.321  0.48
95 O 3.608 -5.388 0.443  -0.64
96 C 1.588 4.541 -2.599  -0.42
97 O -3.904 -2.519 3.554  -0.67
98 O 0.626 4.598 -5.602  -0.62
99 C -2.776 2.841 0.560  2.00
100 C -2.955 -5.620 1.213  0.59
101 H -3.646 -5.632 -0.707  0.33
102 H -0.990 -0.264 5.042  0.49
103 C 4.401 3.152 0.227  0.15
104 H 2.112 -1.270 -3.681  0.32
105 H -1.053 -3.927 -4.912  0.58
106 H 3.731 2.397 -0.187  -0.20
107 H 1.458 4.758 -7.935  0.22
108 H -3.688 -6.787 2.787  0.33
109 H -0.362 1.389 4.182  0.56
110 H -0.367 -2.021 -6.703  0.39
111 H 2.932 2.910 -2.004  0.24
112 H 1.760 -0.085 0.006  0.68
113 O 4.191 -5.380 2.722  -0.70
114 C 0.416 3.744 -2.009  -0.98
115 H -7.544 -0.496 -1.565  0.32
116 O -3.058 2.354 5.961  -0.27
117 O -0.824 -0.396 -3.329  -0.52
118 H -1.075 6.971 -6.857  0.16
119 Si -0.272 -1.658 -4.285  0.54
120 N -3.384 -3.187 1.412  0.53
121 C -4.133 2.058 0.441  -1.38
122 H 1.737 1.265 1.092  0.42
123 H -2.378 -2.901 -4.262  0.24
124 C 1.509 -2.152 -3.890  -1.10
125 O 5.787 -4.741 1.104  -0.60
126 H -4.435 -4.637 2.443  0.56
127 C 2.970 3.932 -2.375  -0.57
128 H -1.972 4.242 2.100  0.36
129 C 2.546 -0.181 3.150  -0.89
130 H 0.431 6.066 -8.412  0.15
131 H 3.918 3.644 1.073  0.09
132 H 2.046 -0.924 2.532  0.29
133 H -5.590 -1.677 -0.122  0.15
134 C -2.093 -1.490 2.235  -0.63
135 H 0.050 2.969 -2.685  0.35
136 H -4.125 1.463 -0.471  0.35